Entry 1:
Below is a 2-piece molecular cluster, CF4OS overall in a non-equilibrium geometry, with properties calculated with ωB97M-V with the def2-TZVPD basis set.

```
7
Properties=species:S:1:pos:R:3:forces:R:3
C 1.4293 -2.1526 0.9891 -1.05 0.23 -0.48
O -0.0120 0.9481 -0.6971 1.18 -0.77 -0.10
F 2.5690 -2.5307 1.4473 0.35 0.47 0.43
F 1.1830 -0.9461 1.4583 0.70 -0.71 0.06
F -1.9240 1.3127 -2.3118 1.51 0.85 1.91
F -2.2473 1.4776 0.1040 1.65 0.90 -1.61
S -0.9981 1.8910 -0.9898 -4.34 -0.98 -0.22
```
Positions in Å, forces in eV/Å.

Energy relative to the best compared isomer or geometry (same formula, charge and spin) (kJ/mol): 152.7
E_HOMO (eV): -11.04

***

Entry 2:
Below is CF9KN3O15S7 as an isolated structure in a non-equilibrium geometry, with properties calculated with ωB97M-V with the def2-TZVPD basis set.

```
36
Properties=species:S:1:pos:R:3:forces:R:3
K 9.9292 0.9741 -10.2002 -0.06 0.23 -0.15
N 13.5407 1.7356 -9.2520 -1.12 3.18 3.66
S 14.4689 2.0724 -10.3870 4.41 -1.78 -7.54
O 15.8513 2.4104 -10.1298 -0.95 -0.43 0.44
O 13.9107 2.7845 -11.5303 0.10 -0.93 1.50
F 14.5818 0.5117 -10.8892 -0.15 0.71 0.01
S 13.5623 3.3502 -8.6676 -1.57 1.04 4.40
O 12.6172 4.1854 -9.3137 -0.48 -0.07 -0.73
O 14.7705 4.0083 -8.2057 -1.09 -1.66 -0.67
F 12.7857 3.0050 -7.2592 0.71 -0.19 -1.01
N 10.4920 2.7837 -16.7061 -2.15 8.54 -0.20
S 9.0445 3.5810 -16.1967 -1.62 3.05 0.51
O 9.1282 4.2012 -14.8547 -0.09 -1.85 -2.90
O 7.7477 3.0511 -16.6869 3.38 1.06 1.34
F 9.3096 4.8255 -17.1547 -0.08 0.11 -0.14
S 10.1123 1.4885 -16.2073 0.28 -10.31 0.50
O 9.2294 0.7581 -17.0743 -0.54 -0.28 0.58
O 10.0023 1.2321 -14.7920 0.18 0.39 -0.51
F 11.5126 0.8568 -16.7003 0.77 -0.77 0.78
N 8.3953 -1.5800 -6.5436 0.83 1.92 1.68
S 7.8389 -0.5367 -5.3915 2.01 5.88 1.37
O 8.6827 -0.3371 -4.2027 -1.76 -1.80 -1.47
O 6.4296 -0.1680 -5.3484 1.74 -1.71 0.29
F 8.3991 0.7092 -6.2144 0.20 0.58 -0.74
S 7.3760 -2.6457 -6.2381 -4.83 -6.80 -0.19
O 6.1370 -2.4894 -6.9739 1.13 -0.32 0.77
O 7.2631 -3.0940 -4.8316 0.49 1.08 -2.11
F 8.0014 -3.9801 -6.9636 0.29 1.13 0.40
C 4.4794 0.1115 -13.6282 0.01 3.61 1.62
F 3.5637 0.1877 -14.6218 0.45 -0.50 0.25
F 4.2989 -0.9699 -12.9045 -0.55 -0.97 0.15
F 5.7060 0.0762 -14.1138 0.23 -0.34 -0.86
S 4.4205 1.7723 -12.4501 0.20 -0.02 1.17
O 3.1767 1.6747 -11.6678 1.08 -0.98 -0.37
O 5.7046 1.6886 -11.7171 -1.47 -0.82 -0.50
O 4.3813 2.9336 -13.2961 0.04 0.03 -1.33
```
Positions in Å, forces in eV/Å.

Energy relative to the best compared isomer or geometry (same formula, charge and spin) (kJ/mol): 257.3
E_HOMO (eV): -2.33
Total charge: -3

***

Entry 3:
Below is CH10BrN2Re as an isolated structure in a non-equilibrium geometry, with properties calculated with ωB97M-V with the def2-TZVPD basis set.

```
15
Properties=species:S:1:pos:R:3:forces:R:3
C 1.3749 1.5212 0.5337 0.03 0.62 0.07
Re -0.1547 0.0270 0.5155 3.34 0.27 1.37
N -1.5449 -1.6686 0.3708 -0.89 -0.87 -0.42
N -0.0933 0.2043 -1.5698 0.04 0.13 -1.77
H -2.5143 -1.4158 0.5891 0.18 -0.09 -0.01
H 1.5707 -0.2805 0.4198 -1.96 -0.36 0.08
H 1.9626 1.5591 1.4607 -0.21 -0.03 -0.24
H 0.7827 2.4539 0.4938 -0.07 0.00 0.02
H 2.0939 1.5645 -0.2988 -0.20 0.00 0.17
H -0.9909 0.4213 -2.0056 0.03 -0.06 -0.08
H 0.2473 -0.6507 -2.0159 -0.08 0.07 -0.02
H 0.5441 0.9353 -1.8996 -0.06 -0.05 0.22
H -1.5723 -2.1475 -0.5360 -0.10 0.07 0.32
H -1.2981 -2.3867 1.0606 0.02 0.27 -0.10
Br -0.4077 -0.1369 2.8817 -0.08 0.04 0.39
```
Positions in Å, forces in eV/Å.

Energy relative to the best compared isomer or geometry (same formula, charge and spin) (kJ/mol): 0.0
E_HOMO (alpha / beta) (eV): -12.84 / -13.45
2S+1: 4
Expectation value of S²: 3.78
Total charge: +1

***

Entry 4:
Below is CH10ClN2O4Pt as an isolated structure in a non-equilibrium geometry, with properties calculated with ωB97M-V with the def2-TZVPD basis set.

```
19
Properties=species:S:1:pos:R:3:forces:R:3
C -0.8076 2.3554 -1.9114 0.35 0.11 1.35
Pt 0.8309 -0.9942 -0.2717 -1.23 -3.20 -2.50
N 0.9265 -1.8320 1.6195 0.02 -0.86 2.92
N 2.3990 0.2931 -0.2638 2.31 3.42 0.53
H 1.0509 -2.8623 1.6818 0.32 0.80 -0.31
H -0.9640 3.1114 -1.0721 -0.13 -1.15 -0.98
H -1.7808 2.0283 -2.3593 1.02 0.33 0.46
H -0.2596 1.4425 -1.4395 -0.85 1.38 -0.96
H -0.1627 2.8949 -2.6313 -0.35 -0.70 0.15
H 3.3820 0.0071 -0.2598 -0.16 -0.51 -0.12
H 2.2740 0.7772 0.6363 0.33 0.52 -0.27
H 2.3426 1.0057 -1.0060 -0.08 -0.09 0.24
H 1.6429 -1.3659 2.2193 -0.67 -0.70 -0.35
H -0.0108 -1.6860 2.0710 0.58 0.20 -0.20
O -1.8031 -1.1399 2.0385 0.66 0.05 -2.02
Cl -2.2021 -1.0055 0.6264 -4.76 0.92 1.60
O -3.3994 -1.7616 0.3781 1.66 0.78 0.13
O -2.3492 0.3994 0.2617 1.22 -2.26 0.23
O -1.1096 -1.6675 -0.3178 -0.24 0.95 0.09
```
Positions in Å, forces in eV/Å.

Energy relative to the best compared isomer or geometry (same formula, charge and spin) (kJ/mol): 0.0
E_HOMO (alpha / beta) (eV): -10.09 / -15.16
2S+1: 5
Expectation value of S²: 6.01
Total charge: +1

***

Entry 5:
Below is a 4-piece molecular cluster, CH10ClO7 overall in a non-equilibrium geometry, with properties calculated with ωB97M-V with the def2-TZVPD basis set.

```
19
Properties=species:S:1:pos:R:3:forces:R:3
O -14.5039 -12.9029 -5.4681 0.83 0.07 0.29
H -14.8820 -12.1043 -5.0928 -0.78 0.53 0.71
H -15.1083 -13.6164 -5.6855 -0.67 -0.43 -0.02
H -13.9698 -12.6341 -6.2191 0.97 -0.09 -0.90
O -14.5838 -19.2760 -7.6774 -0.16 0.15 0.60
H -15.0317 -18.4795 -7.3830 -0.23 0.95 0.91
H -13.9716 -18.9800 -8.3550 1.20 -0.05 -0.93
H -15.2901 -19.8031 -8.0580 -0.49 -1.17 -0.60
Cl -9.7053 -15.7138 -6.2554 3.89 0.02 0.05
O -10.0130 -15.0702 -5.0441 -1.96 1.40 1.85
O -10.7536 -15.6867 -7.2018 -2.75 0.19 -1.27
O -8.5577 -15.0818 -6.8047 0.66 1.23 -1.10
O -9.3167 -17.0332 -5.9697 -0.47 -2.82 0.36
C -6.1642 -18.8750 -10.4196 0.23 0.36 0.20
O -7.4843 -18.5623 -10.7426 -1.14 0.58 -0.81
H -6.1478 -18.7767 -9.3342 0.93 -0.96 0.17
H -5.9552 -19.8296 -10.9026 0.20 -0.16 0.72
H -5.4555 -18.1482 -10.8165 0.13 0.12 -0.20
H -7.6275 -17.6874 -10.3743 -0.40 0.07 -0.05
```
Positions in Å, forces in eV/Å.

E_HOMO (eV): -9.85
Total charge: +1

***

Entry 6:
Below is a 3-piece molecular cluster, CH10N2O2 overall in a non-equilibrium geometry, with properties calculated with ωB97M-V with the def2-TZVPD basis set.

```
15
Properties=species:S:1:pos:R:3:forces:R:3
N 1.5990 -1.6039 0.7201 -2.16 0.62 0.09
C 0.2136 -1.2017 0.2462 0.11 -1.40 0.37
N -0.0617 0.1696 -0.0882 2.74 2.37 1.67
H 2.4369 -1.1363 0.4682 0.18 0.52 -0.49
H 1.7229 -2.3896 1.3444 -0.49 0.45 -0.24
H 0.0618 -1.6025 -0.7686 -0.34 -1.00 0.65
H -0.5597 -1.5536 1.0224 1.31 -0.13 -1.15
H 0.1424 0.8882 0.6387 -0.63 -1.11 -0.41
H -0.9237 0.3622 -0.5332 -0.93 -0.25 -0.23
O -3.3733 0.7473 -0.1336 1.03 -0.35 1.51
H -3.6200 1.5096 0.3919 -0.06 0.13 0.07
H -3.8025 0.8466 -0.9520 -0.92 0.23 -1.63
O 2.4255 1.4629 -0.7958 -0.30 -0.07 0.12
H 2.2137 2.3862 -0.8968 0.40 0.72 -0.15
H 1.5249 1.1151 -0.6636 0.07 -0.73 -0.17
```
Positions in Å, forces in eV/Å.

SMILES: NCN.O.O
Energy relative to the best compared isomer or geometry (same formula, charge and spin) (kJ/mol): 94.4
E_HOMO (eV): -8.52

***

Entry 7:
Below is a 3-piece molecular cluster, CH10N2O2 overall in a non-equilibrium geometry, with properties calculated with ωB97M-V with the def2-TZVPD basis set.

```
15
Properties=species:S:1:pos:R:3:forces:R:3
N -1.5944 1.2141 3.5554 -3.19 1.21 4.12
C -1.1723 0.5210 2.4038 2.05 -1.32 0.00
N -1.5528 0.9771 1.1354 -0.83 1.74 -2.50
H -1.3651 0.6007 4.3980 -0.31 1.27 -1.38
H -2.6774 1.4287 3.7055 2.94 -0.89 -1.04
H -1.3744 -0.5528 2.5584 -0.27 0.03 -0.90
H -0.0481 0.5789 2.4804 -0.79 -0.07 -0.36
H -2.5146 0.8131 0.8131 0.71 -0.06 0.62
H -1.2534 1.9259 0.7502 -0.30 -1.92 1.44
O 2.0152 -2.2264 0.2839 0.54 0.14 2.67
H 1.7490 -1.7980 1.1891 0.95 -1.38 -2.57
H 2.7875 -2.8386 0.4769 -1.49 1.24 -0.11
O 1.8198 -0.0556 -6.7031 -0.67 -0.29 1.25
H 0.9061 -0.3162 -6.4807 0.33 0.15 -0.65
H 2.1746 -0.0502 -5.7952 0.34 0.14 -0.60
```
Positions in Å, forces in eV/Å.

SMILES: NCN.O.O
Energy relative to the best compared isomer or geometry (same formula, charge and spin) (kJ/mol): 130.0
E_HOMO (eV): -9.05

***

Entry 8:
Below is a 3-piece molecular cluster, CH10N3O2 overall in a non-equilibrium geometry, with properties calculated with ωB97M-V with the def2-TZVPD basis set.

```
16
Properties=species:S:1:pos:R:3:forces:R:3
N -1.6857 -0.2753 1.0692 -0.84 0.81 1.12
C -1.1253 0.9505 1.2754 0.96 -2.02 -2.46
N 0.2199 0.9426 1.0568 -0.14 0.79 0.76
N -1.9138 2.0374 1.3088 2.83 3.35 1.63
H -1.2979 -0.9730 0.4823 1.14 -0.30 -0.30
H -2.6263 -0.5093 1.3288 -0.31 0.59 0.02
H 0.9472 1.6220 1.3201 -1.40 0.17 -0.17
H 0.6839 0.0666 0.8048 -0.62 -0.21 -0.09
H -2.8554 2.0513 1.7379 1.00 -0.20 -0.50
H -1.2893 2.9834 1.4264 -2.54 -2.97 -0.19
H 1.6962 -1.3810 -1.1063 0.36 0.00 -0.48
H 0.8669 -2.3972 -0.2212 0.58 1.76 -0.47
O 1.0219 -1.4266 -0.4235 -0.94 -1.70 1.03
H 3.0623 -0.8208 -3.6562 -0.23 -0.13 0.52
H 1.8232 -1.7182 -3.4478 0.88 0.77 0.60
O 2.4722 -1.1523 -2.9556 -0.74 -0.70 -1.02
```
Positions in Å, forces in eV/Å.

Energy relative to the best compared isomer or geometry (same formula, charge and spin) (kJ/mol): 127.7
E_HOMO (eV): -14.80
Total charge: +1

***

Entry 9:
Below is CH10N3O3Pb as an isolated structure in a non-equilibrium geometry, with properties calculated with ωB97M-V with the def2-TZVPD basis set.

```
18
Properties=species:S:1:pos:R:3:forces:R:3
C 0.3868 -0.7034 -2.1364 -0.62 -1.14 -2.22
Pb -1.4004 -0.4973 -1.0749 0.23 1.28 3.25
N -0.7910 0.7286 2.2931 0.11 -0.79 -0.75
N 0.5662 1.9162 -0.4869 -0.71 -0.36 0.14
H 0.2260 0.6380 2.1188 -1.15 0.26 0.52
H -3.2001 -0.3511 -1.1343 1.21 -0.16 0.33
H -0.2424 -1.5757 -2.5225 1.90 0.33 -1.28
H 1.3152 -1.1211 -1.7203 -0.74 0.61 0.41
H 0.4952 0.1241 -2.8842 -0.17 -1.04 0.63
H 1.2123 1.3116 0.0408 -0.39 0.59 -0.71
H 0.3705 2.7690 0.0509 0.29 -0.42 -0.69
H 0.8580 2.0900 -1.4549 0.20 0.28 0.94
H -1.0842 1.6535 2.5988 0.26 -0.54 0.23
H -1.1414 -0.0492 2.8742 0.39 1.02 -0.24
O 1.3182 -2.5678 1.4990 -2.83 1.20 -1.36
N 0.6289 -1.7459 0.8892 2.84 0.45 0.28
O -0.6324 -1.9909 0.4983 0.26 0.03 -0.02
O 1.1146 -0.6287 0.5513 -1.08 -1.59 0.51
```
Positions in Å, forces in eV/Å.

E_HOMO (eV): -13.42
Total charge: +1

***

Entry 10:
Below is a 2-piece molecular cluster, CH10N3Si overall in a non-equilibrium geometry, with properties calculated with ωB97M-V with the def2-TZVPD basis set.

```
15
Properties=species:S:1:pos:R:3:forces:R:3
C -1.2480 -0.5885 -0.6328 1.10 -0.25 -0.28
N -2.3226 0.4317 0.9492 0.05 -0.63 -0.39
N -1.8478 -1.1735 -1.4589 -0.33 -0.19 0.73
N 2.8496 0.3552 0.0522 0.28 -0.43 -2.48
Si 0.7252 -0.2081 -0.2891 0.48 0.64 -2.27
H -3.0271 -0.0488 1.5052 0.05 0.37 -0.17
H -2.6586 1.2414 0.4645 -0.73 0.27 -0.15
H 2.9111 0.1072 1.0221 0.80 0.00 0.33
H -2.7342 -1.6308 -1.5164 -0.56 0.01 -0.47
H -1.5779 0.7609 1.5221 0.49 0.04 0.78
H 3.5262 -0.1669 -0.5866 -1.05 0.75 1.59
H 3.0214 1.3591 -0.1156 -0.16 -0.70 0.45
H 1.1014 -1.4699 -1.1083 -0.15 1.17 0.83
H 0.5622 1.1590 -0.9219 0.15 -0.74 0.12
H 0.7190 -0.1282 1.1144 -0.42 -0.31 1.38
```
Positions in Å, forces in eV/Å.

Energy relative to the best compared isomer or geometry (same formula, charge and spin) (kJ/mol): 204.9
E_HOMO (eV): -14.02
Total charge: +1

***

Entry 11:
Below is a 3-piece molecular cluster, CH10NO2 overall in a non-equilibrium geometry, with properties calculated with ωB97M-V with the def2-TZVPD basis set.

```
14
Properties=species:S:1:pos:R:3:forces:R:3
C 0.4199 -1.7465 0.1007 0.91 0.09 -0.99
N -0.1210 -0.4217 -0.3234 -0.05 1.21 1.78
H -0.1683 -2.0617 0.9521 -0.05 -0.43 -0.18
H 0.4727 -2.3985 -0.7676 -0.72 -0.36 0.26
H 1.4698 -1.6513 0.3759 -0.16 0.42 0.26
H 0.2691 0.2795 0.3555 0.20 -0.20 -0.62
H -1.1197 -0.3386 -0.1598 -0.31 -0.18 -0.43
H 0.0529 -0.0191 -1.2411 0.29 -0.52 -0.23
H 2.1177 1.9070 0.6551 -0.10 -0.25 0.02
H 2.2813 0.8842 1.7647 0.31 -0.15 0.66
O 1.8633 1.0092 0.9200 -0.24 0.47 -0.59
H -2.7102 1.3248 -1.5917 0.31 0.30 -0.22
H -2.7067 1.5878 -0.1496 -0.50 0.35 1.06
O -2.1207 1.6448 -0.8909 0.12 -0.75 -0.79
```
Positions in Å, forces in eV/Å.

Energy relative to the best compared isomer or geometry (same formula, charge and spin) (kJ/mol): 55.8
E_HOMO (eV): -16.05
Total charge: +1

***

Entry 12:
Below is a 4-piece molecular cluster, CH10NO4 overall in a non-equilibrium geometry, with properties calculated with ωB97M-V with the def2-TZVPD basis set.

```
16
Properties=species:S:1:pos:R:3:forces:R:3
N -0.0640 -1.2060 -1.6766 0.22 -0.51 0.02
C -1.0338 -0.2184 -1.1551 0.63 0.35 -0.30
O -0.8464 0.0367 0.1708 -0.04 -0.50 -0.53
H 0.8845 -0.8726 -1.4839 -0.35 0.16 -0.37
H -0.0836 -2.0096 -1.0483 -0.45 -0.10 -0.15
H -0.8754 0.6786 -1.8054 -0.06 -0.08 0.22
H -2.0422 -0.5726 -1.4254 -0.06 -0.20 0.19
H 0.2835 -0.9811 0.9507 -0.12 0.56 0.47
H 0.5744 -0.4496 2.3492 -0.01 -0.04 -0.25
O 0.9219 -1.0856 1.7100 0.28 -0.35 0.11
H 1.2495 0.6658 -0.5724 -0.25 0.06 0.54
H 2.2142 -0.0522 0.3722 -0.45 0.00 0.06
O 2.1696 0.3962 -0.4843 0.76 0.23 -0.29
H -1.1229 1.1102 1.0436 -0.14 0.73 0.60
H -1.0131 2.6863 1.2725 -0.16 -0.76 0.56
O -1.2162 1.8740 1.7824 0.18 0.45 -0.89
```
Positions in Å, forces in eV/Å.

Energy relative to the best compared isomer or geometry (same formula, charge and spin) (kJ/mol): 21.9
E_HOMO (eV): -4.55
Total charge: -1